(1)
Entry from the OMol25 dataset: an isolated ion of composition C3H10N2S2 and charge -1 in a non-equilibrium geometry (wB97M-V/def2-TZVPD).

Calculated values
* ⟨S²⟩: 0.75
* 2S+1: 2
* energy above the lowest of the compared OMol25 structures with the same formula, charge and spin: 16.3 kcal/mol
* lowest unoccupied orbital energy (spin up / spin down): 3.46 / 3.44 eV
* total charge: -1

Last column: Löwdin spin population.
Geometry (Å):
S 3.264 -0.780 1.519  0.502
S 1.429 -1.911 1.509  0.398
C 0.636 -1.319 -0.026  0.038
C -0.217 -0.059 0.125  0.003
C -1.222 0.041 -1.018  0.000
N -2.241 1.052 -0.800  0.000
N 0.620 1.174 0.041  0.003
H 2.994 -0.204 2.691  0.032
H 0.148 -2.154 -0.502  0.011
H 1.475 -0.930 -0.630  0.006
H -0.693 0.042 1.105  0.003
H -1.678 -0.956 -1.081  0.001
H -0.668 0.269 -1.930  0.000
H -3.218 0.798 -0.752  0.000
H -2.102 1.861 -1.372  0.000
H 0.081 1.950 0.422  0.001
H 1.391 1.126 0.699  0.002

Atoms 1-3, force components in eV/Å:
S 2.754 1.633 -0.049
S -2.945 -1.875 0.028
C 1.240 1.456 0.643

---

(2)
Entry from the OMol25 dataset: an isolated ion of composition C5H13N2 and charge +1 in a non-equilibrium geometry (wB97M-V/def2-TZVPD).

Calculated values
* 2S+1: 1
* energy above the lowest of the compared OMol25 structures with the same formula, charge and spin: 58.4 kcal/mol
* lowest unoccupied orbital energy: -3.56 eV
* total charge: +1
* structure (SMILES): CN/C=C/CC[NH3+]

Last column: Mulliken charge in e.
Geometry (Å):
C 2.138 -0.762 0.542  -0.600
C 1.685 0.485 -0.237  -0.667
C 0.222 0.778 -0.029  -0.269
C -0.641 0.557 -1.015  -0.476
N -1.967 0.969 -0.981  -0.225
C -2.985 -0.091 -0.992  -0.853
N 1.416 -0.786 1.872  -0.313
H 1.826 -1.660 -0.002  0.336
H 3.186 -0.827 0.788  0.377
H 2.262 1.345 0.112  0.345
H 1.866 0.283 -1.287  0.375
H -0.154 1.376 0.788  0.385
H -0.360 -0.034 -1.864  0.414
H -2.333 1.878 -1.186  0.226
H -3.601 -0.018 -0.100  0.277
H -3.646 -0.103 -1.858  0.328
H -2.498 -1.062 -1.052  0.290
H 1.310 0.175 2.195  0.325
H 1.807 -1.383 2.596  0.355
H 0.467 -1.119 1.711  0.372

Atoms 1-3, force components in eV/Å:
C -0.395 -0.304 -0.208
C 0.100 -0.223 1.050
C 0.155 0.386 -0.903

---

(3)
Entry from the OMol25 dataset: one molecule with the formula C3H7N3O (wB97M-V/def2-TZVPD).

Calculated values
* 2S+1: 1
* energy above the lowest of the compared OMol25 structures with the same formula, charge and spin: 92.6 kcal/mol
* lowest unoccupied orbital energy: 1.06 eV
* total charge: 0

Last column: Mulliken charge in e.
Geometry (Å):
C 2.046 0.337 -0.081  -0.831
N 0.775 0.816 0.448  -0.294
C -0.347 0.073 0.103  0.505
O -0.453 -0.462 -1.239  -0.549
N -0.864 -1.245 0.643  -0.530
C -1.667 -0.761 -0.498  0.235
N -1.740 0.610 0.072  -0.679
H 1.922 0.143 -1.147  0.322
H 2.409 -0.581 0.399  0.288
H 2.791 1.128 0.037  0.288
H 0.795 0.995 1.445  0.261
H -1.393 -1.052 1.499  0.260
H -2.483 -1.291 -0.985  0.453
H -1.790 1.290 -0.695  0.270

Atoms 1-3, force components in eV/Å:
C 0.185 -0.069 -0.106
N -0.146 -0.033 0.111
C 0.456 0.382 0.212

---

(4)
Entry from the OMol25 dataset: C10H47NO20S as an isolated structure in a non-equilibrium geometry (wB97M-V/def2-TZVPD).

Calculated values
* 2S+1: 1
* lowest unoccupied orbital energy: -0.38 eV
* total charge: 0

Last column: Mulliken charge in e.
Geometry (Å):
O 2.779 -0.396 1.831  -0.512
S 1.688 0.065 1.000  0.896
O 0.870 -1.111 0.727  -0.549
O 2.221 0.909 -0.295  -0.205
C 1.338 2.009 -0.636  -0.379
C 0.169 1.851 0.460  0.534
C -0.366 3.316 0.619  -1.021
C -1.703 3.491 1.430  -1.106
C -2.856 2.465 1.099  0.355
C -3.906 3.081 0.097  -1.072
N -5.207 2.396 0.185  0.451
C -6.297 2.964 0.838  -0.460
C -7.397 2.039 0.709  -0.390
C -6.906 0.862 -0.067  -0.639
C -5.516 1.168 -0.342  -0.541
O 0.619 1.156 1.652  -0.374
H 0.876 1.787 -1.632  0.330
H 1.769 3.033 -0.487  0.388
H -0.540 1.179 -0.105  0.100
H 0.433 3.869 1.199  0.415
H -0.380 3.817 -0.390  0.386
H -2.097 4.517 1.170  0.415
H -1.557 3.508 2.541  0.411
H -3.402 2.260 2.064  0.326
H -2.521 1.480 0.696  -0.055
H -4.111 4.168 0.288  0.347
H -3.581 2.987 -0.980  0.233
H -6.319 3.931 1.374  0.320
H -8.415 2.180 1.113  0.390
H -7.493 -0.033 -0.362  0.407
H -4.786 0.534 -0.881  0.501
O 4.326 0.290 -2.818  -0.548
H 3.847 0.309 -1.981  0.300
H 4.953 1.019 -2.745  0.287
O 0.222 -3.994 -0.582  -0.583
H 0.629 -3.344 0.008  0.325
H 0.973 -4.442 -0.989  0.291
O -4.299 -0.993 0.920  -0.570
H -4.525 -1.550 0.168  0.292
H -3.594 -1.476 1.363  0.250
O 5.287 -0.445 3.822  -0.648
H 4.510 -0.041 4.236  0.369
H 5.019 -0.587 2.910  0.306
O -7.319 1.865 -3.121  -0.688
H -6.964 1.614 -2.253  0.420
H -6.536 1.989 -3.668  0.279
O 4.527 -2.092 -5.264  -0.628
H 5.222 -2.585 -4.818  0.320
H 4.315 -1.383 -4.645  0.296
O 7.066 1.965 3.924  -0.648
H 6.526 1.228 4.244  0.374
H 7.332 1.689 3.041  0.294
O 5.933 -2.080 1.231  -0.583
H 5.686 -2.973 0.967  0.309
H 5.120 -1.573 1.119  0.283
O 5.022 -3.216 -1.325  -0.606
H 5.122 -2.321 -1.673  0.299
H 5.727 -3.713 -1.756  0.305
O 6.815 -1.546 -3.599  -0.564
H 6.948 -0.658 -3.950  0.280
H 7.510 -2.068 -4.017  0.286
O 3.860 0.696 6.105  -0.646
H 4.580 0.222 6.538  0.312
H 3.631 1.394 6.728  0.307
O -2.826 -4.735 -0.283  -0.602
H -3.275 -5.261 -0.953  0.314
H -1.916 -4.670 -0.600  0.283
O -2.202 -1.654 -0.635  -0.370
H -2.429 -2.213 -1.390  0.288
H -1.496 -2.138 -0.191  0.160
O 7.763 -5.305 0.545  -0.647
H 7.186 -5.755 1.172  0.325
H 7.482 -4.383 0.584  0.317
O -1.311 -1.344 -3.392  -0.650
H -0.614 -1.863 -2.973  0.323
H -1.513 -0.660 -2.743  0.302
O -9.805 1.423 -0.523  -0.618
H -10.375 0.700 -0.236  0.305
H -9.540 1.172 -1.417  0.296

Atoms 1-3, force components in eV/Å:
O -0.188 2.561 -0.747
S -0.843 -3.610 1.716
O 0.157 1.937 -1.403